# 1
27
Properties=species:S:1:pos:R:3:mulliken_charge:R:1 method="wB97M-V/def2-TZVPD" homo_lumo_gap_ev=5.3 max_force_ev_per_a=5.5
O -1.72674 2.25643 4.02797 -0.512
C -0.66908 2.42844 3.39405 0.193
O -0.69470 2.31067 1.98705 -0.287
C -1.65078 1.30526 1.55628 -0.463
C -1.36559 0.92985 0.00530 -0.508
Al -0.02868 -0.61814 -0.08539 0.074
O 0.90825 -0.63356 1.51805 -0.612
C 1.12689 -0.65203 -1.76991 -0.753
C 2.19980 0.67335 -1.73652 0.157
C 3.03554 0.82993 -0.29287 -0.517
O 3.65717 0.31926 -1.68620 -0.477
H 0.31348 2.68791 3.92490 0.328
H -2.71412 1.71011 1.69887 0.371
H -1.58809 0.36178 2.20112 0.239
H -2.37796 0.62430 -0.42882 0.247
H -0.98595 1.85881 -0.55990 0.230
H -0.92473 -1.98153 -0.11877 -0.287
H 1.48059 -1.41983 1.60661 0.238
H 1.79252 -1.56898 -1.88641 0.333
H 0.50408 -0.43378 -2.71470 0.227
H 1.86117 1.67256 -2.28006 0.255
H 3.84008 1.64766 -0.27648 0.370
H 3.39665 -0.11907 0.21926 0.187
O -2.23666 -3.35989 -2.06324 -0.356
H -2.32001 -3.71724 -1.14518 0.447
H -3.11356 -3.14966 -2.45310 0.440
H -1.71959 -3.96263 -2.64188 0.434

# 2
21
Properties=species:S:1:pos:R:3:mulliken_charge:R:1 method="wB97M-V/def2-TZVPD" e_above_lowest_ev=1.872 homo_lumo_gap_ev="8.2 / 8.2" max_force_ev_per_a=4.9
C -0.83237 -0.21206 1.20821 -2.269
C -2.16422 1.40558 -0.10812 -1.596
C -1.47996 -0.82504 -1.04171 -1.994
C 3.49042 -0.65496 0.24848 -0.733
C -1.13281 0.33701 -0.12079 2.050
N 2.25026 -0.40803 -0.23884 0.409
N 1.30850 -0.72904 -0.79720 -0.397
N 0.08469 0.86735 -0.82188 -0.519
Cl 1.05630 1.85920 0.10542 -0.128
H -0.18160 -1.00153 1.14550 0.632
H -0.41259 0.44864 1.91819 0.457
H -1.63359 -0.72257 1.54681 0.614
H -1.62595 2.31443 -0.31363 0.391
H -2.53243 1.52140 0.93055 0.315
H -2.87198 1.26159 -0.78596 0.398
H -1.68648 -0.45631 -1.97563 0.523
H -0.65496 -1.45375 -1.12824 0.548
H -2.31019 -1.50314 -0.91745 0.414
H 3.90904 -1.56391 -0.18820 0.309
H 3.20284 -0.62227 1.34073 0.328
H 4.21709 0.13743 -0.00621 0.248

# 3
82
Properties=species:S:1:pos:R:3:mulliken_charge:R:1 method="wB97M-V/def2-TZVPD" charge=-1 homo_lumo_gap_ev=6.1 max_force_ev_per_a=2.1
C -2.79962 -2.68716 -1.26016 -1.324
C -1.60392 -1.93929 -1.95583 0.595
C -1.85603 -0.39112 -1.94313 -0.287
O -0.67186 0.36865 -2.17583 -0.247
C -0.66459 1.51464 -1.26185 -0.571
Nb 0.29652 0.88699 0.74395 -0.792
Cl 0.50631 3.32245 1.27379 -0.389
C 1.32238 0.25417 2.70768 -0.074
O 0.48802 -0.69355 3.47146 -0.231
N 0.57503 -1.90971 2.80194 0.321
O 1.12598 -2.69927 3.49877 -0.416
C 2.30812 0.88711 -0.35147 -0.658
Br 3.46324 2.27675 0.55595 -0.143
C 3.13147 -0.43860 -0.28203 0.012
C 2.34032 -1.72474 -0.65605 -1.002
Br 4.58771 -0.27850 -1.68065 -0.222
H -2.88554 -2.31450 -0.21894 0.275
H -3.76846 -2.54595 -1.79529 0.310
H -2.58726 -3.78273 -1.29451 0.402
H -0.68330 -2.22181 -1.39671 -0.062
H -1.52873 -2.22959 -3.03930 -0.181
H -2.59150 -0.10053 -2.73396 0.333
H -2.31925 -0.15102 -0.95804 0.049
H 0.06947 2.22915 -1.72030 0.369
H -1.67565 1.96015 -1.13761 0.277
H -1.33817 0.95627 1.58183 0.039
H -0.11105 -0.80530 0.28834 0.380
H 1.45378 1.14224 3.36971 0.245
H 2.32995 -0.19778 2.50991 -0.001
H 2.15570 1.26834 -1.38389 0.822
H 3.65653 -0.50175 0.69543 0.343
H 1.69067 -2.00620 0.20286 0.094
H 1.69801 -1.56998 -1.55103 0.304
H 3.02476 -2.57871 -0.84013 0.440
C -5.32071 -3.71144 1.87991 -0.581
O -4.59967 -2.49921 1.71072 -0.414
H -5.36268 -4.22422 0.92060 0.199
H -4.81456 -4.35174 2.60774 0.282
H -6.33909 -3.49982 2.21938 0.263
H -4.57107 -2.06036 2.56435 0.269
C 2.91837 6.76265 2.04123 -0.471
O 3.27196 5.43438 1.68796 -0.376
H 3.83053 7.35121 2.13211 0.231
H 2.28370 7.20208 1.26530 0.251
H 2.39029 6.76994 3.00000 0.149
H 2.45154 4.93050 1.61239 0.201
C -1.67184 -3.21840 -6.09068 -0.601
O -1.36518 -2.10616 -5.25629 -0.409
H -2.46271 -3.79882 -5.62069 0.229
H -2.01550 -2.86689 -7.06649 0.220
H -0.78610 -3.84870 -6.21368 0.297
H -0.66726 -1.60766 -5.68819 0.238
C -0.40383 6.47905 4.77816 -0.523
O 0.70354 5.63938 5.07036 -0.501
H -0.49261 7.22422 5.56742 0.231
H -0.24480 6.98353 3.82089 0.240
H -1.32011 5.88406 4.73805 0.245
H 0.76214 4.98952 4.36113 0.297
C -4.83772 1.66659 -0.66918 -0.496
O -4.14480 1.92717 -1.88431 -0.443
H -4.36040 0.82741 -0.16672 0.162
H -4.79303 2.54756 -0.02291 0.269
H -5.87980 1.41285 -0.88612 0.283
H -4.58053 2.66925 -2.30941 0.263
C -5.00776 -2.10350 -7.05628 -0.516
O -4.64206 -3.42778 -7.43372 -0.496
H -4.10157 -1.50871 -6.95942 0.192
H -5.65024 -1.65863 -7.82143 0.296
H -5.53097 -2.11717 -6.09691 0.249
H -5.45174 -3.93658 -7.51296 0.281
C 5.87958 -2.78387 1.58147 -0.240
O 6.60968 -2.53540 0.38499 -0.511
H 6.34562 -3.61520 2.10903 0.285
H 5.89675 -1.89740 2.21889 0.074
H 4.84516 -3.04614 1.33616 0.142
H 6.17556 -1.79750 -0.05408 0.272
C 6.50082 -0.38729 5.49851 -0.549
O 6.09312 -0.51995 4.14375 -0.449
H 7.18436 -1.20096 5.73499 0.217
H 7.01360 0.56744 5.64502 0.237
H 5.63177 -0.44401 6.15963 0.251
H 5.49122 0.20560 3.95443 0.250

# 4
82
Properties=species:S:1:pos:R:3:mulliken_charge:R:1 method="wB97M-V/def2-TZVPD" homo_lumo_gap_ev=1.3 max_force_ev_per_a=1.6
C -0.20319 3.35600 1.42183 -0.127
C -0.57796 4.72422 0.83100 -0.878
C -1.97571 5.20204 1.22117 -1.190
C -3.14702 4.37294 0.69061 0.402
C -3.39861 4.49415 -0.81894 -1.186
C -2.68145 3.41985 -1.64792 0.557
C -3.37370 2.03418 -1.54848 -0.859
C -2.63232 0.99042 -0.70432 0.423
C -1.83611 -0.12434 -1.43361 -0.119
C -1.41916 0.16506 -2.87538 -1.126
C -0.31308 1.22789 -2.99328 -0.844
C 1.10671 0.64666 -2.92125 -0.986
C 1.57641 0.54124 -1.45498 1.513
C 3.03057 0.90522 -1.19627 -0.263
O 3.99838 0.05868 -1.81567 -0.479
C 3.60433 -1.28456 -2.01918 -0.608
C 3.31983 1.09707 0.29926 0.935
N 4.58516 1.82192 0.43201 -0.829
C 3.21299 -0.18728 1.13936 -0.682
C 1.81246 -0.46821 1.70364 -0.316
H -0.84386 3.06948 2.25460 0.394
H 0.81403 3.40151 1.81096 0.474
H -0.17361 2.58364 0.65232 -0.509
H 0.12881 5.45517 1.22715 0.476
H -0.44208 4.75637 -0.25082 0.327
H -2.02646 5.15071 2.31366 0.370
H -2.11338 6.25744 0.97884 0.402
H -4.03990 4.73951 1.20239 0.402
H -3.02182 3.33545 1.01490 -0.496
H -4.47114 4.43560 -1.01089 0.448
H -3.04472 5.48289 -1.11890 0.440
H -1.68992 3.32811 -1.20628 -0.666
H -2.61125 3.72702 -2.68936 0.487
H -4.32638 2.22656 -1.03936 0.480
H -3.63994 1.65337 -2.53028 0.318
H -3.41471 0.43689 -0.13191 -0.290
H -2.00957 1.48061 0.04386 0.478
H -2.37123 -1.06750 -1.32098 0.510
H -0.91218 -0.26432 -0.86913 -0.493
H -0.98428 -0.76174 -3.26218 0.415
H -2.24902 0.38524 -3.54422 0.541
H -0.41736 1.66618 -3.98967 0.275
H -0.44093 2.04464 -2.28526 0.309
H 1.80503 1.24760 -3.50201 0.478
H 1.07200 -0.35464 -3.35398 0.225
H 1.00037 1.29580 -0.91311 -0.785
H 1.29079 -0.41132 -1.01493 -0.195
H 3.17679 1.89709 -1.63324 0.482
H 3.04160 -1.38748 -2.95012 0.228
H 4.51661 -1.86694 -2.14102 0.319
H 3.06425 -1.70684 -1.17418 0.135
H 2.52759 1.76502 0.65276 -0.371
H 4.75754 1.96917 1.42083 0.307
H 5.32970 1.20478 0.11801 0.279
H 3.84567 -0.02883 2.01726 0.304
H 3.62935 -1.06003 0.63866 0.150
H 1.15473 -0.94894 0.98077 0.083
H 1.39594 0.45977 2.09106 0.257
H 1.90877 -1.16149 2.53401 -0.080
Al -4.34036 0.89278 1.54025 0.215
C -0.39371 -3.85843 -2.55586 0.687
O -0.76565 -4.17438 -1.25182 -0.056
C -1.03779 -5.48522 -1.03234 0.640
O -0.98412 -6.34369 -1.86387 -0.478
O -1.36420 -5.61862 0.24028 -0.319
C -1.68316 -6.96337 0.62901 -0.662
H -0.20861 -2.78665 -2.59039 -0.434
H 0.57830 -4.40955 -2.84047 -0.382
H -1.17698 -4.12266 -3.26639 0.446
H -0.82674 -7.61610 0.47616 0.309
H -2.53998 -7.32852 0.06722 0.304
H -1.92826 -6.92042 1.68493 0.224
Cl -6.31179 0.09810 0.54636 -0.413
C 2.04744 -3.34981 5.24248 -0.752
C 1.83947 -1.91256 5.14872 0.431
N 1.68629 -0.77630 5.06945 -0.420
H 2.35988 -3.73407 4.27177 0.297
H 2.81441 -3.57546 5.98197 0.253
H 1.12686 -3.84193 5.54557 0.267
Cl 1.87259 -5.56830 -3.53963 -0.184
O 2.47306 -4.85772 7.66711 -0.501
H 2.85873 -5.17588 8.49968 0.282